# 1
32
Properties=species:S:1:pos:R:3:lowdin_charge:R:1 method="wB97M-V/def2-TZVPD" lumo_ha=-0.113 de_lowest_kcal_mol=85.05 total_energy_ev=-19652.75737 total_charge=+1 gap_ev=9.8903
O -1.917 1.456 0.522 0.0116
N -0.751 1.239 0.812 -0.2524
N -0.097 1.849 1.699 0.0501
O -0.749 2.804 2.332 0.0712
C -0.083 0.215 0.044 -0.2581
C -0.946 -0.998 -0.034 -0.2042
N -2.264 -0.967 -0.028 0.1264
C -2.855 -2.257 0.148 -0.0919
C -1.581 -3.225 -0.039 -0.0539
N -0.491 -2.232 -0.080 0.1082
C 1.330 -0.139 0.714 -0.0767
C 2.386 0.994 0.499 -0.1766
C 2.551 1.183 -0.974 -0.1916
C 1.221 1.850 -1.501 -0.1801
C 0.164 0.806 -1.410 -0.0930
H -0.177 3.493 2.729 0.1495
H -2.642 -0.131 0.363 0.1220
H -3.480 -2.489 -0.803 0.1445
H -3.606 -2.506 0.919 0.1349
H -1.469 -3.733 0.923 0.1301
H -1.752 -3.690 -1.024 0.1333
H 0.532 -2.534 -0.073 0.1982
H 1.597 -1.078 0.348 0.0681
H 1.130 -0.380 1.810 0.1475
H 3.322 0.613 0.791 0.1023
H 2.111 1.770 1.149 0.0833
H 3.572 1.711 -1.287 0.1660
H 2.661 0.270 -1.452 0.0739
H 1.163 2.713 -0.869 0.0989
H 1.320 2.302 -2.595 0.1652
H -0.851 1.155 -1.647 0.1305
H 0.652 -0.066 -1.990 0.1627

***

# 2
75
Properties=species:S:1:pos:R:3:lowdin_charge:R:1 method="wB97M-V/def2-TZVPD" lumo_ha="0.059 / 0.059" de_lowest_kcal_mol=41.69 total_energy_ev=-125645.81070 total_charge=-1 gap_ev="6.8835 / 6.8808"
Mo 0.347 2.816 -0.148 1.2432
O -0.166 1.899 2.701 -0.2148
C -1.232 2.730 3.148 -0.2557
C -2.266 1.900 3.892 -0.1729
C -2.839 0.739 3.064 -0.1478
C -3.556 1.189 1.816 -0.2942
C -4.702 1.979 1.910 -0.0305
C -5.353 2.374 0.757 -0.0754
C -4.839 1.976 -0.466 -0.0795
C -3.697 1.195 -0.465 -0.1535
N -3.068 0.793 0.639 0.1275
H 0.349 1.606 3.461 0.0835
H -1.659 3.182 2.251 0.0525
H -0.855 3.546 3.772 0.1275
H -3.072 2.563 4.226 0.1068
H -1.809 1.491 4.798 0.1131
H -3.548 0.190 3.692 0.1141
H -2.042 0.054 2.775 0.0545
H -5.073 2.273 2.883 0.1093
H -6.240 2.993 0.811 0.1024
H -5.289 2.283 -1.399 0.0990
H -3.247 0.891 -1.403 0.0917
O 6.369 0.039 2.324 -0.0231
C 5.528 -0.539 1.622 -0.6934
O 5.415 -1.739 1.294 -0.0547
C 4.399 0.358 1.078 -0.0924
C 3.774 0.053 -0.124 -0.0114
C 2.699 0.800 -0.551 -0.1413
N 2.214 1.815 0.175 -0.0732
C 2.840 2.154 1.316 -0.1960
C 3.936 1.465 1.787 0.0719
C 2.215 3.338 2.020 -0.5877
O 2.558 3.701 3.119 0.0907
O 1.256 3.884 1.301 -0.3233
H 4.111 -0.805 -0.689 0.1194
H 2.162 0.570 -1.463 0.1023
H 4.412 1.766 2.710 0.1340
I -1.438 4.882 -0.432 -0.0017
C 2.772 -3.299 1.341 -0.0205
N 1.367 -3.475 1.003 -0.0648
C 0.413 -2.510 1.089 -0.7330
Se 0.578 -0.800 1.676 0.7705
N -0.741 -3.063 0.619 0.1120
C -0.537 -4.375 0.236 -0.1845
C -1.375 -5.341 -0.290 -0.0197
C -0.815 -6.583 -0.562 -0.1038
C 0.532 -6.843 -0.316 -0.0982
C 1.373 -5.871 0.212 -0.0057
C 0.813 -4.635 0.484 -0.1618
H 2.928 -2.267 1.639 0.0335
H 3.397 -3.506 0.475 0.0986
H 3.046 -3.961 2.161 0.1027
H -1.591 -2.527 0.589 0.1467
H -2.420 -5.138 -0.483 0.1087
H -1.440 -7.365 -0.974 0.0964
H 0.934 -7.822 -0.542 0.0976
H 2.419 -6.067 0.401 0.1122
C 0.877 3.802 -3.642 -0.0652
C 0.407 2.414 -3.967 -0.2158
C 0.359 1.973 -5.281 -0.0596
C -0.064 0.689 -5.592 -0.0920
C -0.446 -0.172 -4.578 -0.0628
C -0.430 0.230 -3.245 -0.2211
C -0.852 -0.736 -2.175 -0.0621
C -0.008 1.534 -2.953 -0.2734
N -0.002 1.991 -1.641 -0.2306
H 1.456 4.207 -4.472 0.0747
H 1.498 3.815 -2.744 0.0554
H 0.035 4.469 -3.442 0.0514
H 0.675 2.647 -6.069 0.1055
H -0.084 0.359 -6.622 0.0957
H -0.762 -1.182 -4.813 0.1091
H -1.904 -1.007 -2.308 0.0782
H -0.730 -0.333 -1.171 0.0242
H -0.268 -1.656 -2.246 0.0807

***

# 3
101
Properties=species:S:1:pos:R:3:lowdin_charge:R:1 method="wB97M-V/def2-TZVPD" lumo_ha=-0.115 de_lowest_kcal_mol=0.00 total_energy_ev=-88997.94751 total_charge=+1 gap_ev=7.4388
C 5.141 0.479 3.960 -0.1078
C 5.879 0.350 2.613 -0.2373
C 5.480 1.443 1.588 -0.1977
C 4.800 0.833 0.350 -0.2297
C 5.036 1.641 -0.935 -0.2091
C 4.761 3.147 -0.789 -0.2059
C 3.349 3.394 -0.260 -0.2270
C 2.846 4.829 -0.505 -0.1989
C 1.751 5.205 0.496 -0.2192
C 0.456 4.466 0.187 -0.2246
C -0.623 4.718 1.262 -0.1868
C -2.048 4.586 0.694 -0.1971
C -2.683 3.229 1.030 -0.2028
C -2.214 2.146 0.030 -0.1682
C -3.336 1.227 -0.459 -0.1703
N -3.543 0.043 0.419 -0.1497
P -5.114 0.028 1.216 0.4300
S -5.283 1.131 2.759 0.3124
C -2.600 -0.878 0.517 -0.3000
N -1.478 -0.757 -0.248 0.1492
C -1.138 -2.188 -0.547 -0.2362
C 0.296 -2.516 -0.993 -0.1481
C 1.154 -1.316 -1.421 -0.2844
C 2.584 -1.408 -0.904 -0.6656
I 3.742 -2.990 -1.715 0.9681
C -1.284 -2.653 0.892 -0.0814
N -2.607 -2.047 1.290 0.1311
C -2.515 -1.890 2.787 -0.4671
F -1.725 -2.891 3.229 0.1375
F -1.858 -0.727 3.030 0.1209
C -3.798 -1.968 3.560 -0.1725
C -3.932 -1.215 4.718 -0.0474
C -5.075 -1.304 5.494 -0.0396
C -6.102 -2.148 5.100 0.0212
C -5.965 -2.890 3.937 -0.1045
C -7.093 -3.786 3.496 -0.5800
F -6.911 -5.063 3.845 0.1678
F -8.270 -3.391 4.003 0.1488
F -7.220 -3.731 2.148 0.1244
C -4.813 -2.827 3.175 -0.0015
H 4.239 1.083 3.871 0.0596
H 5.782 0.991 4.676 0.0680
H 4.883 -0.482 4.399 0.0631
H 5.712 -0.645 2.207 0.0926
H 6.942 0.452 2.824 0.0990
H 4.761 2.083 2.094 0.0889
H 6.367 2.004 1.305 0.1092
H 3.728 0.755 0.537 0.0912
H 5.201 -0.166 0.182 0.0969
H 4.353 1.286 -1.712 0.0960
H 6.057 1.461 -1.270 0.1146
H 5.519 3.582 -0.141 0.1087
H 4.799 3.577 -1.791 0.1141
H 3.310 3.213 0.817 0.1007
H 2.690 2.647 -0.711 0.1042
H 2.432 4.846 -1.514 0.1134
H 3.707 5.487 -0.403 0.1134
H 1.597 6.283 0.455 0.1149
H 2.076 4.926 1.500 0.1148
H 0.105 4.810 -0.788 0.1124
H 0.622 3.388 0.131 0.0987
H -0.458 3.999 2.062 0.1114
H -0.483 5.735 1.624 0.1093
H -2.689 5.358 1.116 0.1092
H -2.028 4.714 -0.387 0.1033
H -2.423 2.915 2.037 0.1037
H -3.764 3.337 0.952 0.0883
H -1.436 1.548 0.503 0.1050
H -1.751 2.604 -0.843 0.1170
H -3.091 0.842 -1.451 0.1211
H -4.268 1.775 -0.540 0.1043
H -5.874 0.530 0.156 0.0004
H -5.435 -1.328 1.310 -0.0044
H -1.664 -0.338 -1.156 0.1395
H -1.872 -2.660 -1.199 0.1596
H 0.259 -3.233 -1.809 0.1018
H 0.819 -3.029 -0.186 0.1072
H 0.773 -0.356 -1.068 0.1008
H 1.217 -1.267 -2.508 0.0918
H 2.602 -1.442 0.183 0.0504
H 3.090 -0.485 -1.175 0.0064
H -0.455 -2.152 1.384 0.1428
H -1.215 -3.733 0.898 0.1512
H -3.130 -0.567 5.038 0.1276
H -5.130 -0.724 6.401 0.1206
H -6.992 -2.219 5.706 0.1315
H -4.714 -3.431 2.283 0.1357
C 0.406 -3.380 -8.485 -0.0622
C 1.562 -4.138 -8.365 -0.0539
C 2.168 -4.292 -7.129 0.0056
C 1.597 -3.681 -6.029 -0.1415
C 0.450 -2.917 -6.127 -0.0100
C -0.147 -2.767 -7.368 -0.0651
N 2.229 -3.863 -4.712 -0.3419
O 3.244 -4.521 -4.660 0.0502
O 1.700 -3.346 -3.741 -0.1078
H -0.067 -3.266 -9.451 0.1110
H 1.992 -4.614 -9.236 0.1131
H 3.068 -4.880 -7.028 0.1232
H 0.026 -2.446 -5.253 0.1106
H -1.046 -2.174 -7.464 0.1076

***

# 4
14
Properties=species:S:1:pos:R:3:lowdin_charge:R:1 method="wB97M-V/def2-TZVPD" lumo_ha=0.016 de_lowest_kcal_mol=18.81 total_energy_ev=-23704.40077 gap_ev=11.1807
C 0.995 -0.235 0.983 -0.0519
C 1.098 -0.495 -0.475 -0.1283
C -0.251 -1.147 0.736 -0.4061
N 0.108 -1.306 -0.688 0.1215
O -1.621 0.871 -0.980 -0.1394
O -3.634 0.319 0.379 -0.2498
O -1.447 -0.521 1.084 -0.1638
O -2.521 -1.459 -1.000 -0.1994
S -2.467 -0.322 -0.187 0.6433
H 1.721 -0.621 1.712 0.1093
H 0.652 0.858 1.315 0.1554
H -1.470 1.563 -0.334 0.0793
H 1.722 -0.149 -1.267 0.1048
H -0.215 -2.114 1.090 0.1249

***

# 5
51
Properties=species:S:1:pos:R:3:lowdin_charge:R:1 method="wB97M-V/def2-TZVPD" lumo_ha="-0.210 / -0.337" de_lowest_kcal_mol=0.00 total_energy_ev=-50989.98390 spin_multiplicity=5 s_squared=6.055 total_charge=+2 gap_ev="8.0258 / 6.4646"
Pd -0.256 0.912 -0.085 0.9636
F -2.740 -2.879 -1.654 0.2053
C -1.438 -2.701 -1.801 -0.5663
F -1.087 -2.952 -3.058 0.1842
F -0.779 -3.556 -0.999 0.1627
C -1.019 -1.268 -1.400 -0.5443
O -0.347 -0.569 -2.169 -0.0215
O -1.337 -0.902 -0.225 -0.0560
C -1.279 2.445 -1.546 0.0022
C -2.052 2.654 -0.379 -0.3573
C -3.150 1.795 -0.059 -0.0279
C -3.932 2.036 1.042 0.0029
C -3.657 3.135 1.869 -0.1961
C -2.587 4.001 1.576 0.0010
C -1.796 3.767 0.484 -0.0187
C -4.468 3.374 3.026 -0.1563
N -5.116 3.542 3.959 0.2144
H -0.582 3.210 -1.868 0.0815
H -1.619 1.742 -2.297 0.0778
H -3.371 0.958 -0.709 0.1253
H -4.771 1.393 1.273 0.1390
H -2.405 4.854 2.216 0.1370
H -0.979 4.438 0.251 0.1271
C 4.155 -0.353 -2.828 -0.0824
N 3.866 -1.565 -1.913 -0.0558
C 4.814 -1.482 -0.698 -0.0888
N 4.668 -0.236 -0.039 -0.1399
C 4.936 0.874 -0.951 -0.1296
N 4.031 0.861 -2.101 -0.1365
C 2.650 1.169 -1.728 -0.2756
P 1.996 -0.083 -0.533 1.0496
C 2.425 -1.604 -1.490 -0.2079
C 3.397 -0.100 0.672 -0.2655
H 3.451 -0.409 -3.658 0.1544
H 5.174 -0.492 -3.189 0.1549
H 4.068 -2.422 -2.434 0.1923
H 5.821 -1.599 -1.099 0.1553
H 4.571 -2.323 -0.049 0.1520
H 5.964 0.798 -1.308 0.1500
H 4.824 1.816 -0.417 0.1465
H 2.009 1.175 -2.612 0.1070
H 2.609 2.164 -1.279 0.1068
H 1.792 -1.668 -2.376 0.1044
H 2.268 -2.499 -0.884 0.1217
H 3.273 -0.928 1.373 0.1113
H 3.390 0.824 1.253 0.1108
C -0.906 0.355 2.802 -0.1006
O -0.008 1.005 1.971 -0.1561
H -0.390 -0.010 3.693 0.1165
H -1.506 -0.393 2.280 0.0914
H -1.580 1.166 3.151 0.1343

***

# 6
43
Properties=species:S:1:pos:R:3:lowdin_charge:R:1 method="wB97M-V/def2-TZVPD" lumo_ha=0.021 de_lowest_kcal_mol=2.02 total_energy_ev=-51562.40536 smiles="Cc1ccc(S(=O)(=O)N2CCN(C(=O)CSc3nnnn3C)C2)cc1" gap_ev=9.6659
C -5.435 -3.009 -0.636 -0.0458
C -4.558 -1.837 -0.324 -0.2645
C -3.501 -1.972 0.573 -0.0209
C -2.696 -0.891 0.885 -0.0499
C -2.954 0.331 0.292 -0.2865
S -1.912 1.731 0.646 0.7042
O -1.091 1.457 1.794 -0.2621
O -2.682 2.937 0.661 -0.2777
N -0.956 1.801 -0.780 -0.1818
C -0.026 2.918 -0.695 -0.1538
C 1.169 2.384 0.123 -0.1289
N 1.008 0.942 0.035 -0.0426
C 1.386 0.005 0.922 -0.5595
O 0.997 -1.145 0.856 0.0404
C 2.410 0.429 1.963 -0.3388
S 3.880 -0.626 1.782 1.0045
C 4.360 -0.099 0.213 -0.6260
N 3.922 0.942 -0.470 0.0291
N 4.586 0.928 -1.617 -0.0435
N 5.398 -0.039 -1.680 0.0302
N 5.297 -0.731 -0.540 -0.1721
C 6.059 -1.902 -0.239 -0.0304
C -0.089 0.658 -0.877 -0.1501
C -3.996 0.492 -0.601 -0.0432
C -4.797 -0.595 -0.904 -0.0255
H -6.177 -3.134 0.152 0.0886
H -4.850 -3.925 -0.691 0.0810
H -5.960 -2.865 -1.577 0.0772
H -3.306 -2.932 1.027 0.1187
H -1.873 -0.979 1.577 0.1136
H 0.275 3.193 -1.709 0.1284
H -0.530 3.757 -0.220 0.1157
H 1.091 2.714 1.161 0.1179
H 2.131 2.676 -0.305 0.1061
H 2.732 1.461 1.876 0.0703
H 2.019 0.219 2.958 0.0969
H 5.391 -2.696 0.099 0.0907
H 6.784 -1.690 0.548 0.0948
H 6.577 -2.205 -1.147 0.0940
H 0.290 0.578 -1.904 0.1495
H -0.593 -0.266 -0.593 0.1196
H -4.165 1.465 -1.033 0.1178
H -5.616 -0.480 -1.599 0.1146

***

What did the sixth record say?
43
Properties=species:S:1:pos:R:3:lowdin_charge:R:1 method="wB97M-V/def2-TZVPD" lumo_ha=0.021 de_lowest_kcal_mol=2.02 total_energy_ev=-51562.40536 smiles="Cc1ccc(S(=O)(=O)N2CCN(C(=O)CSc3nnnn3C)C2)cc1" gap_ev=9.6659
C -5.435 -3.009 -0.636 -0.0458
C -4.558 -1.837 -0.324 -0.2645
C -3.501 -1.972 0.573 -0.0209
C -2.696 -0.891 0.885 -0.0499
C -2.954 0.331 0.292 -0.2865
S -1.912 1.731 0.646 0.7042
O -1.091 1.457 1.794 -0.2621
O -2.682 2.937 0.661 -0.2777
N -0.956 1.801 -0.780 -0.1818
C -0.026 2.918 -0.695 -0.1538
C 1.169 2.384 0.123 -0.1289
N 1.008 0.942 0.035 -0.0426
C 1.386 0.005 0.922 -0.5595
O 0.997 -1.145 0.856 0.0404
C 2.410 0.429 1.963 -0.3388
S 3.880 -0.626 1.782 1.0045
C 4.360 -0.099 0.213 -0.6260
N 3.922 0.942 -0.470 0.0291
N 4.586 0.928 -1.617 -0.0435
N 5.398 -0.039 -1.680 0.0302
N 5.297 -0.731 -0.540 -0.1721
C 6.059 -1.902 -0.239 -0.0304
C -0.089 0.658 -0.877 -0.1501
C -3.996 0.492 -0.601 -0.0432
C -4.797 -0.595 -0.904 -0.0255
H -6.177 -3.134 0.152 0.0886
H -4.850 -3.925 -0.691 0.0810
H -5.960 -2.865 -1.577 0.0772
H -3.306 -2.932 1.027 0.1187
H -1.873 -0.979 1.577 0.1136
H 0.275 3.193 -1.709 0.1284
H -0.530 3.757 -0.220 0.1157
H 1.091 2.714 1.161 0.1179
H 2.131 2.676 -0.305 0.1061
H 2.732 1.461 1.876 0.0703
H 2.019 0.219 2.958 0.0969
H 5.391 -2.696 0.099 0.0907
H 6.784 -1.690 0.548 0.0948
H 6.577 -2.205 -1.147 0.0940
H 0.290 0.578 -1.904 0.1495
H -0.593 -0.266 -0.593 0.1196
H -4.165 1.465 -1.033 0.1178
H -5.616 -0.480 -1.599 0.1146